Computed, not measured: 2 unconnected molecules or ions with the total composition C19H22N2O6 at a distorted geometry, with ωB97M-V/def2-TZVPD.

Structure (XYZ):
```
49
Properties=species:S:1:pos:R:3:mulliken_charge:R:1
O -2.07545 1.94523 3.10924 -0.428
O 0.39176 -2.21865 3.09212 -0.615
O -3.89511 1.25739 1.96279 -0.593
O -1.41591 0.09397 -4.12516 -0.539
O 3.25943 -1.83620 -0.32800 -0.699
O 2.22950 -0.68637 4.35903 -0.731
N 3.35335 -3.93019 0.38883 -0.127
N 2.96308 -0.80488 2.24130 -0.132
C 2.49145 -2.16164 1.91935 0.196
C -1.95583 1.57783 0.71574 0.080
C -3.60705 2.88632 -3.10842 -0.467
C 3.40688 1.20034 3.52070 -1.268
C -1.90256 1.71391 -1.73482 0.522
C 2.82492 -0.18867 3.41244 0.856
C -4.30242 3.10073 -4.30123 -0.668
C -0.55438 1.47052 0.72464 -0.687
C -2.61734 1.89120 -3.01490 0.116
C 0.16571 1.46775 -0.47348 -0.525
C -2.71685 1.57562 1.97748 0.369
C 3.07714 -2.63693 0.58192 0.000
C -0.50560 1.59331 -1.69291 -0.443
C -3.04657 1.32091 -5.34243 -0.707
C -2.61274 1.69073 -0.52404 -0.349
C -4.02248 2.31791 -5.42131 -0.605
C 0.96243 -2.18911 1.80272 -0.354
C 3.18919 -5.02184 1.34987 -0.857
C -2.34279 1.10201 -4.15276 0.791
H -0.02587 1.37599 1.66980 0.562
H 0.61228 -1.31402 1.25293 0.041
H 1.24709 1.37055 -0.46237 0.402
H 3.44423 -0.31589 1.50014 0.247
H -4.56273 2.48430 -6.34889 0.361
H 2.16585 -5.04468 1.73050 0.293
H -2.74506 1.86380 3.80429 0.344
H 2.92028 1.85234 2.79712 0.325
H -5.05840 3.87862 -4.35354 0.370
H 3.87889 -4.89237 2.18615 0.288
H -1.48495 -0.44731 -4.92535 0.313
H 0.64652 -3.08744 1.26990 0.403
H 3.23169 1.57859 4.52736 0.329
H -3.82904 3.51326 -2.24957 0.467
H 0.89760 -1.61164 3.66541 0.448
H 4.47714 1.16161 3.32594 0.372
H 3.40223 -5.97694 0.86669 0.326
H -3.69715 1.75763 -0.54509 0.615
H 0.06321 1.60572 -2.61755 0.419
H -2.83824 0.71563 -6.21728 0.257
H 2.80033 -2.84274 2.71165 0.377
H 3.71232 -4.15620 -0.52699 0.308
```

The calculation puts the LUMO energy at 0.57 eV. For the gap between HOMO and LUMO, the calculation gives 9.05 eV. As for the charge: 0. For the energy above the lowest of the compared OMol25 structures with the same formula, charge and spin, the calculation gives 31.66 kJ/mol. The structure (SMILES) is O=C(O)c1cccc(-c2ccccc2O)c1.CNC(=O)[C@H](CO)NC(C)=O.